Density functional theory data (ωB97M-V/def2-TZVPD) for C4H7NdO4 as an isolated structure.

```
16
Properties=species:S:1:pos:R:3
O -0.036 -0.077 1.492
C 0.536 1.057 2.060
C 1.900 1.323 1.437
O 2.613 0.084 1.446
C 3.948 0.178 0.980
Nd 1.085 -1.941 1.172
H 0.655 0.965 3.158
H -0.084 1.961 1.903
H 2.468 2.077 2.004
H 1.798 1.654 0.389
H 4.526 0.850 1.630
H 4.382 -0.828 1.009
H 3.968 0.559 -0.053
O -1.552 -0.679 -1.269
C -1.954 0.337 -0.834
O -2.590 1.308 -0.723
```

As for the multiplicity: 5. Its charge is +1. The value obtained for the HOMO-LUMO gap (alpha / beta) is 0.23559 / 0.32144 hartree. The lowest unoccupied orbital energy (alpha / beta) is -4.544 / -4.558 eV. The highest occupied orbital energy (alpha / beta) is -10.955 / -13.305 eV. The energy above the lowest of the compared OMol25 structures with the same formula, charge and spin is 0.0 kcal per mole.



Density functional theory data (ωB97M-V/def2-TZVPD) for a 2-piece molecular cluster, C4H7O overall.

```
12
Properties=species:S:1:pos:R:3
O -0.561 -0.184 -2.546
C -0.437 0.547 -1.515
C -0.831 -0.009 -0.148
C 0.533 -0.483 0.365
C 0.969 -0.094 1.656
H -0.772 1.599 -1.675
H -1.532 -0.847 -0.254
H -1.181 0.845 0.455
H 0.991 0.137 -0.878
H 0.678 -1.550 0.132
H 0.555 0.792 2.144
H 1.588 -0.754 2.264
```

As for the multiplicity: 2. Its charge is 0. The value obtained for the HOMO-LUMO gap (alpha / beta) is 0.31735 / 0.30134 hartree. The lowest unoccupied orbital energy (alpha / beta) is 0.221 / -1.204 eV. The highest occupied orbital energy (alpha / beta) is -8.415 / -9.404 eV. The energy above the lowest of the compared OMol25 structures with the same formula, charge and spin is 60.7 kcal per mole.



Density functional theory data (ωB97M-V/def2-TZVPD) for one molecule with the formula C4H7O2.

```
13
Properties=species:S:1:pos:R:3
C -0.650 1.240 -1.428
O -1.647 2.007 -1.285
C 0.062 0.681 0.130
C 0.183 -0.829 0.232
C 0.701 -1.349 1.554
O 0.816 -2.534 1.713
H -0.954 0.231 -1.883
H 0.217 1.750 -1.946
H 1.073 1.101 0.132
H -0.651 1.076 0.817
H 0.847 -1.215 -0.553
H -0.754 -1.435 0.054
H 0.758 -0.724 2.464
```

As for the multiplicity: 2. Its charge is 0. The value obtained for the HOMO-LUMO gap (alpha / beta) is 0.39194 / 0.28815 hartree. The lowest unoccupied orbital energy (alpha / beta) is 0.759 / -1.911 eV. The highest occupied orbital energy (alpha / beta) is -9.906 / -9.752 eV. The energy above the lowest of the compared OMol25 structures with the same formula, charge and spin is 49.7 kcal per mole.



Density functional theory data (ωB97M-V/def2-TZVPD) for an isolated ion of composition C4H7O2 and charge +1.

```
13
Properties=species:S:1:pos:R:3
C 1.024 0.415 -0.301
C -1.344 1.195 0.394
C -1.643 -0.025 -0.374
C 1.996 -0.503 0.275
O 1.010 1.314 -1.057
O -0.443 0.085 0.341
H -0.850 2.078 0.202
H -1.779 1.081 1.474
H -2.324 -0.761 0.079
H -1.551 -0.061 -1.537
H 1.814 -0.556 1.382
H 2.027 -1.406 -0.137
H 2.936 0.038 0.145
```

As for the multiplicity: 1. Its charge is +1. The value obtained for the HOMO-LUMO gap is 0.46897 hartree. The lowest unoccupied orbital energy is -4.291 eV. The highest occupied orbital energy is -17.052 eV. The energy above the lowest of the compared OMol25 structures with the same formula, charge and spin is 47.8 kcal per mole.



Density functional theory data (ωB97M-V/def2-TZVPD) for one molecule with the formula C4H7O2P.

```
14
Properties=species:S:1:pos:R:3
C 0.364 1.173 -0.047
C -0.838 0.762 -0.392
C 1.389 0.394 0.647
C 1.811 -0.792 -0.330
O -2.886 -0.785 0.409
O 2.285 -1.842 0.006
P -1.319 -1.045 -0.244
H 0.533 2.232 -0.345
H -1.522 1.583 -0.583
H 2.192 0.951 0.934
H 0.916 0.095 1.551
H 1.395 -0.727 -1.269
H -2.824 -1.109 1.274
H -1.497 -0.892 -1.613
```

As for the multiplicity: 1. Its charge is 0. The value obtained for the HOMO-LUMO gap is 0.35660 hartree. The lowest unoccupied orbital energy is 0.352 eV. The SMILES is O=CC/C=C\PO. The highest occupied orbital energy is -9.351 eV. The energy above the lowest of the compared OMol25 structures with the same formula, charge and spin is 59.3 kcal per mole.



Density functional theory data (ωB97M-V/def2-TZVPD) for a 2-piece molecular cluster, C4H7O3 overall.

```
14
Properties=species:S:1:pos:R:3
C 1.405 -0.534 0.907
C 1.080 0.912 0.696
C 0.112 1.321 -0.109
O -0.212 2.676 -0.125
H 1.340 -0.806 1.965
H 0.698 -1.136 0.337
H 2.429 -0.767 0.596
H 1.683 1.692 1.154
H -0.509 0.660 -0.699
H -0.454 2.914 -1.030
O -0.801 -1.787 -1.545
C -1.882 -1.728 -0.923
O -2.223 -0.930 -0.023
H -2.666 -2.486 -1.200
```

As for the multiplicity: 1. Its charge is -1. The value obtained for the HOMO-LUMO gap is 0.28969 hartree. The lowest unoccupied orbital energy is 3.757 eV. The highest occupied orbital energy is -4.126 eV. The energy above the lowest of the compared OMol25 structures with the same formula, charge and spin is 28.6 kcal per mole.



Density functional theory data (ωB97M-V/def2-TZVPD) for a 2-piece molecular cluster, C4H7O3 overall.

```
14
Properties=species:S:1:pos:R:3
O -2.304 -2.123 -1.155
C -1.443 -1.267 -1.200
C -1.714 0.180 -1.482
H -0.382 -1.509 -1.035
H -1.162 0.487 -2.374
H -1.315 0.742 -0.638
H -2.781 0.341 -1.641
O -0.113 -0.180 1.205
C 0.992 0.207 0.748
O 1.343 0.272 -0.454
C 2.033 0.643 1.805
H 2.709 1.397 1.402
H 1.526 1.037 2.688
H 2.608 -0.228 2.131
```

As for the multiplicity: 1. Its charge is -1. The value obtained for the HOMO-LUMO gap is 0.31618 hartree. The lowest unoccupied orbital energy is 4.213 eV. The highest occupied orbital energy is -4.391 eV. The energy above the lowest of the compared OMol25 structures with the same formula, charge and spin is 8.4 kcal per mole.



Density functional theory data (ωB97M-V/def2-TZVPD) for C4H7O3Tl as an isolated structure.

```
15
Properties=species:S:1:pos:R:3
H 2.633 0.467 -0.894
O 0.093 -0.998 0.353
C -0.678 0.058 0.370
O -0.292 1.220 0.459
O -1.925 -0.288 0.197
C -2.877 0.744 -0.081
H -2.887 1.475 0.735
H -2.628 1.238 -1.027
H -3.842 0.237 -0.155
C 1.505 -0.822 0.507
H 1.847 -0.985 1.532
C 2.288 -1.104 -0.625
H 1.801 -1.609 -1.468
H 3.296 -1.466 -0.405
Tl 1.667 1.833 0.502
```

As for the multiplicity: 2. Its charge is +1. The value obtained for the HOMO-LUMO gap (alpha / beta) is 0.33180 / 0.30865 hartree. The lowest unoccupied orbital energy (alpha / beta) is -4.293 / -5.715 eV. The highest occupied orbital energy (alpha / beta) is -13.322 / -14.114 eV. The energy above the lowest of the compared OMol25 structures with the same formula, charge and spin is 61.4 kcal per mole.



Density functional theory data (ωB97M-V/def2-TZVPD) for C4H7O3Yb as an isolated structure.

```
15
Properties=species:S:1:pos:R:3
H 3.187 -0.667 -0.946
O -0.083 0.469 0.688
C 1.256 0.246 0.666
O 1.878 1.326 0.935
Yb 1.756 2.640 -0.992
O 1.777 -0.969 0.516
C 2.118 -0.455 -0.816
H 1.513 -1.005 -1.549
C -1.055 -0.525 0.343
H -0.790 -1.068 -0.574
H -1.060 -1.272 1.148
C -2.379 0.181 0.182
H -2.533 0.925 0.974
H -2.403 0.741 -0.763
H -3.183 -0.566 0.188
```

As for the multiplicity: 2. Its charge is 0. The value obtained for the HOMO-LUMO gap (alpha / beta) is 0.21294 / 0.26300 hartree. The lowest unoccupied orbital energy (alpha / beta) is 0.148 / -0.472 eV. The highest occupied orbital energy (alpha / beta) is -5.646 / -7.628 eV. The energy above the lowest of the compared OMol25 structures with the same formula, charge and spin is 0.0 kcal per mole.



Density functional theory data (ωB97M-V/def2-TZVPD) for C4H7O3Zn as an isolated structure.

```
15
Properties=species:S:1:pos:R:3
H 1.583 -1.576 -1.178
O -0.103 0.553 -0.616
C 1.148 0.335 -0.302
O 1.902 1.307 -0.239
Zn 3.640 0.661 0.337
O 2.949 -1.030 0.329
C 1.684 -1.097 -0.181
H 0.994 -1.643 0.498
C -1.171 -0.096 0.110
H -1.404 -1.047 -0.386
H -0.822 -0.306 1.130
C -2.367 0.820 0.119
H -2.208 1.672 0.793
H -2.586 1.192 -0.890
H -3.239 0.255 0.476
```

As for the multiplicity: 2. Its charge is 0. The value obtained for the HOMO-LUMO gap (alpha / beta) is 0.27099 / 0.35054 hartree. The lowest unoccupied orbital energy (alpha / beta) is 0.593 / -0.052 eV. The highest occupied orbital energy (alpha / beta) is -6.781 / -9.591 eV. The energy above the lowest of the compared OMol25 structures with the same formula, charge and spin is 0.0 kcal per mole.